Density functional theory data (the ωB97M-V functional and the def2-TZVPD basis) for 5 unconnected molecules or ions with the total composition C16H39N4O8P.

* frontier orbital gap: 10.0 eV
* energy: -1795.5300 a.u.
* charge: 0
* E_LUMO: 0.56 eV
* E_HOMO: -9.49 eV
* SMILES string: CCCCOP(=O)(O)O.CNC(C)=O.CNC(C)=O.CNC(C)=O.CNC(C)=O

XYZ file:
```
68
Properties=species:S:1:pos:R:3:forces:R:3:lowdin_charge:R:1
C -2.910 -0.126 9.899 0.00 0.23 -0.16 -0.104
C -1.448 0.332 9.823 -0.05 -0.04 0.22 -0.250
C -0.459 -0.831 9.677 -0.01 0.02 -0.05 -0.170
C -0.098 -1.220 8.225 -0.16 -0.25 0.16 -0.200
O -0.844 -0.472 7.269 0.10 0.21 -0.02 -0.194
P -0.243 0.478 6.152 -0.03 -0.40 -0.12 0.294
O -1.141 1.559 5.760 -0.04 0.02 -0.02 -0.241
O 0.170 -0.549 5.019 -0.16 0.63 0.32 -0.114
O 1.134 1.051 6.727 -0.03 0.14 0.24 -0.098
H -3.223 -0.280 10.932 0.03 -0.17 -0.02 0.067
H -3.069 -1.048 9.338 -0.01 0.00 0.00 0.072
H -3.574 0.627 9.472 -0.02 -0.01 0.03 0.070
H -1.197 0.870 10.740 -0.03 0.03 -0.02 0.102
H -1.332 1.048 9.012 0.11 -0.04 -0.05 0.096
H -0.882 -1.712 10.164 0.03 0.04 0.08 0.106
H 0.460 -0.596 10.218 0.04 0.00 -0.08 0.104
H 0.976 -1.116 8.070 0.02 0.12 -0.10 0.103
H -0.331 -2.268 8.039 -0.02 0.00 -0.01 0.121
H 0.228 -0.072 4.155 0.21 -0.66 -0.40 0.040
H 1.812 0.389 6.893 0.05 -0.04 -0.15 0.073
C 0.060 0.453 -1.090 0.28 -0.11 -0.02 -0.068
N 0.557 -0.028 0.188 -0.06 0.04 0.11 0.031
C 0.092 0.282 1.413 -0.22 0.13 -0.10 -0.507
C -1.070 1.242 1.502 0.03 -0.04 0.12 0.017
O 0.595 -0.211 2.420 0.11 0.07 0.12 0.014
H -0.282 -0.386 -1.695 -0.09 0.06 -0.04 0.086
H 0.858 0.968 -1.628 -0.02 0.00 -0.01 0.077
H -0.774 1.128 -0.942 -0.05 -0.04 -0.04 0.054
H 1.332 -0.672 0.188 0.02 0.02 -0.01 0.145
H -1.323 1.378 2.551 0.01 0.01 0.01 0.081
H -0.808 2.209 1.072 -0.02 0.00 -0.03 0.093
H -1.935 0.853 0.964 0.02 0.04 -0.05 0.069
C -6.354 1.283 0.171 0.06 0.09 -0.03 -0.074
N -5.080 1.368 -0.514 -0.01 0.00 0.00 0.012
C -4.239 0.359 -0.854 -0.04 -0.02 0.04 -0.552
C -4.653 -1.048 -0.488 0.04 0.00 -0.03 -0.007
O -3.185 0.590 -1.428 0.03 0.01 0.00 0.015
H -7.156 1.685 -0.451 -0.02 -0.03 0.00 0.083
H -6.329 1.844 1.106 0.00 -0.03 0.02 0.086
H -6.587 0.248 0.401 -0.01 -0.01 0.01 0.071
H -4.745 2.280 -0.783 0.00 0.01 0.00 0.140
H -3.874 -1.724 -0.826 0.01 0.01 -0.01 0.083
H -4.772 -1.152 0.591 -0.03 -0.01 0.00 0.087
H -5.594 -1.318 -0.969 -0.02 -0.01 0.03 0.085
C 0.093 0.371 -5.798 0.01 0.09 0.09 -0.078
N 1.153 0.661 -4.854 -0.03 0.01 -0.03 0.005
C 2.211 -0.120 -4.505 -0.01 -0.01 0.03 -0.558
C 2.333 -1.467 -5.176 0.07 0.02 0.01 -0.005
O 3.019 0.271 -3.678 0.00 -0.02 0.02 0.021
H 0.075 1.110 -6.601 0.01 -0.03 -0.03 0.081
H -0.880 0.382 -5.304 -0.01 -0.05 -0.01 0.082
H 0.243 -0.609 -6.238 -0.01 -0.01 -0.01 0.071
H 1.133 1.545 -4.371 -0.02 0.01 0.00 0.134
H 3.221 -1.960 -4.794 0.01 0.02 0.01 0.085
H 1.462 -2.090 -4.967 -0.01 0.00 -0.05 0.085
H 2.435 -1.359 -6.256 -0.02 -0.06 -0.01 0.077
C 6.243 0.829 -8.170 0.01 -0.07 0.10 -0.079
N 5.851 -0.502 -7.754 0.01 0.02 -0.01 0.008
C 5.058 -1.392 -8.408 0.01 0.06 0.02 -0.560
C 4.494 -0.969 -9.746 -0.01 -0.05 0.01 -0.014
O 4.814 -2.483 -7.922 -0.07 -0.02 -0.01 0.026
H 7.328 0.906 -8.257 0.00 0.01 -0.04 0.083
H 5.903 1.576 -7.450 -0.02 0.02 -0.02 0.084
H 5.807 1.063 -9.136 0.00 0.01 -0.01 0.069
H 6.190 -0.840 -6.867 -0.01 0.00 0.01 0.141
H 3.889 -1.786 -10.126 0.00 -0.02 0.02 0.081
H 3.872 -0.079 -9.646 0.02 0.02 -0.02 0.082
H 5.291 -0.754 -10.459 -0.01 0.03 -0.01 0.083
```
Positions in Å, forces in eV/Å.


Density functional theory data (the ωB97M-V functional and the def2-TZVPD basis) for 8 unconnected molecules or ions with the total composition C6H26NO8.

* frontier orbital gap: 8.4 eV
* energy: -900.9269 a.u.
* charge: -1
* E_LUMO: 3.02 eV
* E_HOMO: -5.43 eV

XYZ file:
```
41
Properties=species:S:1:pos:R:3:forces:R:3:lowdin_charge:R:1
C 0.943 -0.777 -1.006 0.79 -0.20 1.14 -0.073
N 0.226 0.451 -0.705 1.07 1.03 0.11 -0.148
C 1.032 1.615 -1.063 -0.19 2.19 -0.47 -0.207
C 0.365 2.818 -0.369 -0.94 0.07 -0.86 -0.186
C -0.080 2.194 0.925 0.51 0.25 1.96 -0.160
C -0.015 0.668 0.754 -1.98 -0.67 0.02 -0.274
C -1.283 -0.121 1.283 0.79 -0.15 -0.37 -0.265
O -0.920 -1.409 1.644 0.03 0.21 0.14 -0.292
H 0.617 -1.510 -0.290 -0.70 -0.77 -0.38 0.059
H 1.991 -0.695 -0.633 0.00 0.21 -0.67 0.082
H 0.900 -1.130 -2.054 -0.09 0.33 0.57 0.100
H 2.050 1.661 -0.649 0.26 -0.93 -0.05 0.107
H 1.094 1.892 -2.127 0.00 -0.87 0.03 0.125
H -0.484 3.194 -0.966 0.11 -0.42 0.23 0.101
H 0.993 3.697 -0.254 0.45 -0.15 0.11 0.101
H 0.650 2.422 1.749 -0.41 0.12 -0.66 0.107
H -1.018 2.577 1.348 -0.09 -0.26 -0.46 0.113
H 0.763 0.286 1.432 0.26 -0.22 -0.71 0.117
H -2.111 -0.228 0.562 0.24 0.72 -0.28 0.114
H -1.667 0.504 2.112 -0.01 -0.33 0.19 0.104
H -2.515 -1.067 -2.672 0.05 0.42 -0.21 0.028
H -1.220 -0.294 -2.571 -0.05 0.31 0.02 0.018
O -2.084 -0.238 -3.007 -0.01 -0.98 0.13 -0.084
H -2.662 1.142 -2.091 -0.11 0.38 0.19 -0.006
H -1.987 1.595 -0.840 -0.22 0.11 -0.06 -0.017
O -2.702 1.872 -1.431 0.18 -0.24 -0.01 -0.099
H 2.114 1.205 2.671 -0.34 0.32 -0.10 -0.012
H 2.398 -0.144 3.304 0.23 0.35 -0.36 0.040
O 2.831 0.600 2.835 0.11 -0.77 0.55 -0.069
H -1.009 -2.353 0.700 -0.07 -0.39 0.22 -0.013
H -1.269 -3.994 0.457 -0.03 0.46 -0.08 0.031
O -1.063 -3.181 -0.025 0.18 0.03 0.01 -0.186
H -2.585 -3.375 -2.355 -0.21 0.27 0.27 0.045
H -2.219 -2.585 -1.103 -0.40 -0.72 0.04 0.004
O -2.947 -2.681 -1.782 0.40 0.23 -0.47 -0.112
H 0.096 -1.777 2.782 -0.08 -0.23 0.47 -0.010
H -0.390 -1.887 4.196 0.21 -0.12 0.08 0.008
O 0.422 -2.069 3.705 0.00 0.42 -0.25 -0.148
H 4.607 1.010 -1.106 -0.68 -0.45 -0.02 0.035
H 3.632 -0.140 -1.661 -0.28 0.41 0.49 -0.008
O 4.503 0.256 -1.700 0.99 0.04 -0.48 -0.067
```
Positions in Å, forces in eV/Å.


Density functional theory data (the ωB97M-V functional and the def2-TZVPD basis) for 2 unconnected molecules or ions with the total composition C22H24N2O3S.

* frontier orbital gap: 7.0 eV
* energy: -1585.7482 a.u.
* charge: 0
* E_LUMO: -1.12 eV
* E_HOMO: -8.12 eV
* SMILES string: C=Cc1c(CCOC(C)=O)cc(Cc2ccccc2)c2nsnc12.CC(C)=O

XYZ file:
```
52
Properties=species:S:1:pos:R:3:forces:R:3:lowdin_charge:R:1
C -1.668 -5.058 3.656 -1.06 2.29 0.14 0.003
C -2.034 -3.703 3.460 0.61 -1.66 -0.48 -0.131
C -1.601 -2.775 2.251 0.93 2.67 -1.08 -0.069
C -1.100 -1.325 2.531 -0.78 -2.02 -1.77 -0.095
C -1.013 -0.829 4.073 -0.23 -0.51 -1.11 -0.123
C -2.466 -0.531 4.724 1.58 -0.47 0.51 -0.183
O -3.429 -0.424 3.638 -1.96 1.43 1.96 -0.084
C -4.722 -0.086 4.155 -2.49 -1.33 2.28 -0.387
C -5.536 1.109 3.466 1.43 -0.53 -1.27 -0.004
O -5.287 -0.702 5.103 2.94 2.12 -3.52 0.043
C -0.687 -0.300 1.378 -1.07 -3.43 -2.44 0.048
C -0.746 -0.718 -0.103 -0.51 -1.43 2.92 -0.111
C -0.411 0.199 -1.365 0.15 0.50 0.75 -0.150
C 1.000 0.947 -1.301 2.93 2.32 -0.26 -0.171
C 1.039 2.404 -1.915 2.65 -0.91 0.95 -0.036
C 2.312 3.282 -1.995 -0.34 -3.68 1.34 -0.073
C 3.642 2.700 -1.438 -3.73 -1.85 0.07 -0.100
C 3.614 1.279 -0.820 -1.97 1.09 -1.14 -0.075
C 2.324 0.372 -0.736 -0.30 3.88 -1.86 -0.023
C -1.227 -2.201 -0.405 -0.18 -0.58 -0.29 -0.218
N -1.345 -2.759 -1.750 -0.64 -0.78 5.38 -0.271
S -1.926 -4.357 -1.484 0.79 2.24 2.13 0.895
N -2.055 -4.508 0.220 1.62 4.75 -0.96 -0.268
C -1.639 -3.219 0.736 -0.02 0.05 -0.76 -0.221
H -1.291 -5.764 2.847 -0.07 1.39 1.24 0.066
H -1.831 -5.481 4.719 -0.10 0.54 -2.11 0.070
H -2.754 -3.237 4.231 1.73 -0.53 -1.13 0.104
H -0.527 -1.687 4.662 -0.60 1.44 -0.81 0.118
H -0.360 0.112 4.116 -0.93 -1.47 -0.07 0.112
H -2.728 -1.394 5.431 0.13 1.40 -1.02 0.120
H -2.363 0.454 5.326 -0.55 -1.59 -1.02 0.143
H -5.536 2.039 4.126 -0.01 -1.47 -0.76 0.094
H -4.989 1.355 2.477 -0.96 -0.20 1.57 0.090
H -6.594 0.770 3.210 1.51 0.42 0.66 0.093
H -0.361 0.753 1.663 -0.45 -1.65 -0.44 0.110
H -0.486 -0.405 -2.337 0.09 0.71 1.58 0.113
H -1.218 1.028 -1.404 1.30 -1.35 -0.03 0.123
H 0.073 2.844 -2.357 1.60 -0.85 0.83 0.092
H 2.234 4.318 -2.496 0.31 -1.96 0.97 0.098
H 4.576 3.353 -1.514 -1.40 -1.33 0.28 0.093
H 4.624 0.871 -0.437 -1.97 0.61 -0.62 0.086
H 2.362 -0.679 -0.302 0.01 1.69 -0.61 0.093
C 3.723 2.405 -6.987 -0.23 0.33 -0.10 -0.027
C 4.014 2.714 -5.542 -0.26 0.66 0.39 -0.498
C 4.812 1.701 -4.765 0.06 0.21 0.32 -0.021
O 3.620 3.743 -5.024 0.23 -0.50 -0.30 0.050
H 3.141 3.221 -7.421 0.08 -0.10 0.09 0.082
H 4.658 2.308 -7.542 -0.06 -0.21 0.01 0.084
H 3.141 1.483 -7.059 0.19 -0.07 -0.07 0.086
H 5.796 1.573 -5.222 -0.09 -0.19 -0.08 0.086
H 4.279 0.748 -4.739 0.15 -0.04 -0.10 0.091
H 4.946 2.055 -3.741 -0.07 -0.07 -0.17 0.056
```
Positions in Å, forces in eV/Å.


Density functional theory data (the ωB97M-V functional and the def2-TZVPD basis) for a molecular structure, C24H35ClIrN4O9P2S.

* frontier orbital gap (spin up / spin down): 7.1 / 3.9 eV
* multiplicity: 5
* energy: -3476.6247 a.u.
* charge: +1
* E_LUMO (spin up / spin down): -2.90 / -6.90 eV
* E_HOMO (spin up / spin down): -9.98 / -10.77 eV

XYZ file:
```
77
Properties=species:S:1:pos:R:3:forces:R:3:lowdin_spin:R:1
Ir -0.400 -0.064 -0.404 -1.54 0.21 -0.34 2.186
O 1.198 -2.039 0.081 -0.86 -1.10 0.48 0.053
Cl 2.201 -1.062 -0.264 0.82 -0.30 0.12 0.006
O 3.408 -1.701 -0.551 1.27 -0.53 -0.32 0.012
O 2.302 -0.143 0.803 0.58 0.72 1.03 0.000
O 1.706 -0.378 -1.441 -0.67 0.72 -0.72 0.098
N 2.955 -3.242 5.999 -1.00 0.60 -0.76 0.268
C 1.963 -2.711 5.252 0.92 -0.46 0.72 0.129
C 1.838 -3.041 3.888 -0.34 -0.11 -1.09 0.127
C 0.804 -2.524 3.138 0.86 -0.68 0.00 0.004
C -0.110 -1.668 3.734 -0.47 0.11 -0.43 0.221
C 0.002 -1.310 5.069 0.50 0.01 1.17 0.009
C 1.028 -1.827 5.826 -0.93 0.69 0.17 0.103
S -1.445 -1.016 2.760 -1.26 1.61 -2.12 0.016
O -1.909 -2.020 1.818 0.66 -0.20 1.52 0.025
O -2.448 -0.431 3.595 0.60 -0.32 0.69 0.019
N -0.803 0.134 1.766 -0.59 -2.40 -0.09 0.175
C -0.021 1.102 2.220 1.52 2.55 1.01 0.013
N 0.231 1.279 3.517 -0.65 -0.96 0.23 0.037
C 0.992 2.291 3.874 0.53 0.62 -0.15 0.003
C 1.580 3.148 2.954 -0.15 -0.18 -0.03 0.016
C 1.297 2.878 1.619 0.20 0.37 0.51 0.004
N 0.502 1.900 1.271 -0.40 -0.90 -0.32 0.073
H 3.624 -3.871 5.591 0.15 -0.12 -0.04 0.005
H 3.056 -2.997 6.969 0.04 -0.01 0.14 0.005
H 2.558 -3.707 3.436 0.04 -0.05 -0.08 0.004
H 0.699 -2.772 2.095 0.08 -0.04 -0.13 -0.003
H -0.728 -0.641 5.494 -0.06 0.10 0.07 -0.002
H 1.115 -1.567 6.870 0.00 0.04 0.13 0.003
H 1.153 2.416 4.938 0.05 0.02 0.05 0.000
H 2.223 3.958 3.251 0.05 0.07 0.04 0.001
H 1.712 3.467 0.812 0.05 0.06 -0.07 0.000
C -3.559 -2.159 -0.551 0.40 0.06 0.12 0.016
P -1.730 -2.141 -0.629 0.04 0.39 -1.77 0.124
C -1.277 -3.851 -0.174 -0.02 0.21 0.24 0.025
C -1.353 -2.243 -2.429 -0.29 -0.21 0.16 0.023
C -2.254 -1.874 -3.425 0.08 -0.23 0.10 0.016
C -1.935 -2.065 -4.759 0.06 0.04 -0.10 -0.001
C -0.714 -2.620 -5.112 -0.04 0.02 -0.03 0.016
C 0.191 -2.987 -4.128 0.00 0.07 -0.08 -0.002
C -0.119 -2.783 -2.797 -0.07 -0.01 -0.02 0.017
H -3.974 -1.188 -0.808 -0.02 0.04 -0.07 0.000
H -3.830 -2.392 0.474 -0.09 0.01 0.04 0.000
H -3.944 -2.930 -1.216 -0.02 0.00 -0.07 0.003
H -1.570 -4.508 -0.991 0.01 0.02 0.02 0.004
H -1.791 -4.123 0.740 -0.03 -0.06 0.07 0.000
H -0.205 -3.910 -0.019 0.09 -0.11 -0.02 0.001
H -3.221 -1.472 -3.162 -0.16 0.04 0.03 0.001
H -2.645 -1.796 -5.527 -0.06 0.04 -0.05 0.000
H -0.474 -2.769 -6.154 0.02 -0.06 -0.09 0.001
H 1.131 -3.448 -4.396 0.09 0.05 -0.02 0.000
H 0.591 -3.063 -2.034 0.09 -0.05 0.03 0.001
C -0.562 1.302 -4.499 -0.27 0.14 0.19 0.003
C -1.845 1.520 -3.717 0.07 -0.42 -0.46 0.004
O -1.663 2.410 -2.623 0.41 0.05 0.82 0.019
P -0.718 2.107 -1.336 -0.73 0.17 -0.28 0.075
O -1.274 3.280 -0.408 0.31 -0.14 -0.03 0.009
C -2.590 3.223 0.148 -0.44 0.12 0.05 0.002
C -3.529 4.086 -0.677 0.24 -0.21 0.12 0.000
O 0.706 2.677 -1.689 0.20 -0.30 -0.03 0.022
C 0.905 3.947 -2.335 0.22 0.42 -0.31 0.005
C 2.066 3.815 -3.301 -0.28 -0.05 0.28 0.001
H -0.722 0.563 -5.278 0.00 -0.12 -0.06 0.000
H 0.222 0.949 -3.829 0.13 -0.09 -0.08 0.002
H -0.252 2.232 -4.968 0.14 0.10 -0.02 0.000
H -2.221 0.564 -3.345 -0.04 0.15 -0.01 0.002
H -2.609 1.993 -4.342 0.05 -0.16 0.13 0.000
H -2.512 3.595 1.174 0.04 -0.12 -0.13 0.000
H -2.928 2.180 0.184 -0.02 0.07 0.06 0.002
H -3.155 5.105 -0.723 0.01 0.10 0.04 0.000
H -4.520 4.092 -0.236 -0.17 0.01 0.07 0.000
H -3.583 3.697 -1.688 -0.10 0.00 -0.11 0.000
H 1.125 4.693 -1.566 -0.09 -0.12 0.02 0.000
H -0.009 4.246 -2.854 0.05 -0.03 0.08 0.000
H 2.933 3.410 -2.789 0.13 0.01 0.04 0.000
H 2.310 4.792 -3.707 0.07 0.12 -0.07 0.000
H 1.808 3.150 -4.117 0.00 -0.10 -0.14 0.000
```
Positions in Å, forces in eV/Å.